A cluster of 10 separate species, C37H63N3O21 in total, computed with ωB97M-V/def2-TZVPD.

Computed properties:
**Energy relative to the best compared isomer or geometry (same formula, charge and spin)**: 99.9 kcal/mol
**LUMO level**: 0.34 eV
**HOMO energy**: -9.89 eV
**Frontier orbital gap**: 10.225 eV

Geometry (Å):
C 19.8151 3.8900 9.4946
C 19.4143 4.0532 8.0325
C 18.4380 5.1418 7.7341
O 18.9987 5.7236 6.6027
C 20.2627 5.2603 6.4957
O 20.9954 5.7045 5.6590
O 20.5065 4.2923 7.3162
H 20.0465 4.8804 9.8795
H 20.5555 3.2115 9.7904
H 18.8823 3.6815 9.9991
H 19.0280 3.1090 7.6048
H 18.3896 5.9138 8.5762
H 17.4963 4.7069 7.3948
C 19.7035 8.3290 3.9893
C 19.1350 8.7075 2.6545
C 18.0659 9.7866 2.5787
O 18.5731 10.7649 1.7071
C 19.7717 10.4534 1.3802
O 20.6026 11.2438 0.9170
O 20.1562 9.2585 1.8384
H 18.9844 8.2333 4.7279
H 20.2510 9.2407 4.3208
H 20.3421 7.3660 4.0461
H 18.7536 7.7466 2.1708
H 17.5357 9.9788 3.5380
H 17.2870 9.3186 1.9689
C 18.3770 3.1395 4.3321
C 17.3969 4.2786 4.1144
C 17.9126 5.5625 3.5560
O 17.1223 5.8099 2.4990
C 16.1071 4.9741 2.4501
O 15.0744 5.2085 1.8450
O 16.3578 3.9746 3.2813
H 18.4785 2.4319 3.4786
H 18.1980 2.5703 5.1855
H 19.3518 3.5945 4.6236
H 17.1125 4.4356 5.1573
H 18.9581 5.2428 3.2325
H 17.8775 6.4322 4.2709
C 11.6419 8.7102 1.3242
C 12.7021 8.5844 2.4979
C 14.1436 8.4381 1.8473
O 14.9004 9.2463 2.6145
C 14.1280 10.0262 3.3789
O 14.5327 10.9359 4.1165
O 12.8382 9.7193 3.2569
H 10.6212 8.8403 1.6144
H 11.7260 7.9749 0.5322
H 11.7539 9.5757 0.7905
H 12.4288 7.6988 3.1259
H 14.2408 8.6982 0.8234
H 14.5365 7.4631 2.0823
C 21.3291 6.8497 -1.1017
O 22.0868 6.1767 -0.1969
C 21.6124 5.4264 0.7269
O 20.3344 5.5091 1.2034
O 22.4350 4.5118 1.2958
C 22.1210 3.7161 2.4399
H 21.0338 7.8827 -0.7746
H 20.3955 6.4237 -1.2452
H 21.8319 7.0346 -2.0628
H 21.8118 2.7128 2.1919
H 21.3730 4.2631 2.9818
H 22.9890 3.6846 3.0523
C 18.1356 11.9724 -1.7543
O 18.5655 11.6413 -3.0832
C 19.2419 10.5858 -3.3706
O 19.9224 9.7841 -2.3572
O 19.2490 10.3079 -4.6845
C 19.9035 9.1696 -5.2277
H 17.5924 12.8757 -1.9139
H 19.0056 12.0639 -1.1124
H 17.3304 11.2881 -1.4599
H 20.9035 9.0789 -4.9229
H 20.0193 9.3616 -6.2724
H 19.5311 8.2123 -5.0493
C 13.1822 4.8890 5.2321
O 13.1516 6.2590 5.7504
C 14.3770 6.7556 6.1320
O 15.5842 5.9992 6.4026
O 14.3203 8.0538 6.2660
C 15.5167 8.7907 6.2617
H 12.1977 4.6659 4.7913
H 13.5024 4.1505 6.0242
H 13.9800 4.7672 4.4767
H 15.2657 9.7948 6.3915
H 16.2065 8.7126 5.3604
H 16.1122 8.5913 7.1527
C 17.1366 13.5585 1.4011
C 17.0442 14.1689 2.7777
C 17.5535 13.2122 3.7954
C 17.9920 13.7569 5.2016
N 18.2512 14.2138 6.2203
H 18.1415 13.6665 1.0644
H 16.4478 14.0114 0.6767
H 16.8177 12.4959 1.4313
H 16.0282 14.3748 3.1366
H 17.6239 15.0039 2.8164
H 18.4640 12.7601 3.4340
H 16.7902 12.4745 4.0640
C 17.9181 7.8573 -0.6490
C 16.9093 6.6145 -0.4930
C 17.5324 5.2107 -0.7454
C 16.6159 4.1228 -1.0023
N 15.8647 3.2666 -1.1414
H 17.4943 8.9389 -0.5822
H 18.4649 7.7387 -1.5099
H 18.7913 7.7109 0.0267
H 16.1070 6.6739 -1.2740
H 16.5616 6.8261 0.4824
H 17.9543 4.8439 0.1014
H 18.1298 5.2428 -1.6373
C 18.2061 8.4678 9.3501
C 17.3377 9.8562 9.5027
C 17.7914 11.0534 8.7275
C 17.7204 10.8452 7.3240
N 17.8462 10.6528 6.1804
H 17.8421 7.6814 10.0127
H 19.2612 8.5073 9.4499
H 18.2490 8.1398 8.4122
H 17.2984 10.2180 10.5401
H 16.2696 9.6081 9.3430
H 18.8845 11.2241 8.9044
H 17.2783 11.9819 9.0617

Atomic forces in eV per Å
C -2.447 1.826 -0.191
C -1.785 -3.693 2.939
C -1.152 0.712 1.337
O 0.612 0.580 -0.494
C 0.463 2.339 -3.122
O 0.362 -0.406 0.262
O 3.621 0.554 -1.350
H 0.481 0.197 -0.024
H 1.029 -1.136 -0.179
H -0.249 -0.512 0.493
H -0.249 0.007 0.618
H -0.406 -1.099 -1.113
H -0.349 0.512 0.803
C 2.673 0.384 -0.263
C -0.353 -2.393 -0.407
C -2.507 -2.862 -0.385
O -1.988 1.509 1.065
C 5.789 2.080 -0.483
O -2.267 -1.635 0.078
O 0.173 -0.354 -0.584
H -1.864 -0.347 1.328
H 0.252 -0.791 0.002
H -0.878 1.835 -0.496
H 0.498 1.296 0.307
H 1.037 1.239 -0.503
H -0.308 0.092 0.306
C 1.704 0.529 -1.834
C 1.271 -0.663 3.284
C 4.170 -0.371 1.963
O -0.923 1.954 -2.797
C -2.497 0.975 -0.474
O 1.668 -1.070 0.734
O -2.535 -1.798 -0.697
H 0.172 0.716 0.367
H -1.106 -1.126 1.395
H -0.286 -0.216 -0.805
H -1.183 0.430 -0.232
H -0.870 1.588 0.090
H 0.288 -1.092 -0.677
C 0.548 -0.954 1.666
C -0.883 -2.475 -3.545
C -2.067 -2.725 0.889
O 1.589 2.906 2.090
C 1.316 3.312 2.445
O -0.785 -2.547 -2.103
O -0.193 1.050 0.757
H -0.715 -0.672 0.756
H 0.114 -0.770 0.445
H 1.103 2.691 -1.181
H 0.405 0.787 -0.294
H -0.256 0.173 -1.062
H -0.197 -0.785 -0.871
C -1.168 3.928 -1.220
O 3.103 -1.777 1.105
C -7.392 -1.474 4.963
O 6.085 -0.154 -2.783
O 0.894 1.520 -2.448
C -0.971 1.198 -0.090
H 0.666 -0.732 0.219
H -1.640 -1.409 -0.427
H 0.261 -0.654 0.550
H -0.220 -0.121 -0.430
H -0.636 -0.135 0.405
H 0.921 -0.030 0.244
C -0.206 -0.572 -0.273
O -0.264 -0.003 -1.341
C 4.246 -5.627 5.189
O -4.087 4.523 -6.264
O -0.629 0.644 1.540
C 1.166 1.138 -0.362
H 0.122 1.035 0.089
H -0.246 -0.191 0.362
H 0.764 -0.392 0.308
H 1.495 0.370 1.061
H -0.609 0.136 -0.748
H -1.672 -1.181 0.529
C 1.135 -0.925 0.502
O 2.705 0.091 0.359
C 4.768 -4.294 1.093
O -7.430 4.237 -2.004
O -0.805 -1.221 -0.856
C 2.613 -0.269 0.240
H 0.462 0.298 0.468
H -0.811 0.941 -0.530
H -0.537 0.450 0.091
H -0.837 1.552 -0.334
H -1.312 -0.372 0.911
H 0.060 -0.659 -0.127
C -1.705 -0.728 -0.114
C -2.151 -1.325 0.654
C 1.296 -0.540 3.111
C -1.133 -0.079 -2.503
N 0.176 -0.043 0.358
H 0.767 -0.309 -0.500
H 0.268 0.293 0.195
H 0.502 0.481 -0.045
H 0.022 0.470 -0.682
H 1.334 2.736 0.052
H 0.186 -0.645 -0.132
H 0.318 -0.273 -0.333
C -0.637 -0.583 1.681
C 0.411 1.634 -2.073
C -1.711 1.527 -1.279
C -1.465 0.076 -0.186
N 0.059 -0.220 -0.122
H 0.496 -2.161 -0.013
H 0.765 0.297 -2.796
H -0.956 0.368 0.444
H 0.368 0.453 0.937
H -1.038 -0.884 0.853
H 2.623 -0.512 2.373
H 1.025 0.147 -0.034
C -1.474 2.741 3.207
C 0.094 -2.236 1.454
C 1.126 0.887 0.850
C 0.559 -0.151 -3.735
N -0.496 0.244 2.047
H -0.199 0.228 -0.050
H 1.216 0.971 1.208
H -1.096 -1.401 -4.286
H 0.452 -0.569 0.019
H 0.555 0.086 -0.448
H -0.771 -0.014 0.106
H 0.179 -0.617 -0.464

These are the Mulliken partial charges, in e, on atoms 1 to 5: number 1, C, carries -1.6266; number 2, C, carries 0.5341; number 3, C, carries 0.3944; number 4, O, carries 0.5344; number 5, C, carries 0.1649